Record 1
# C18H19CoN3O

C18H19CoN3O as an isolated structure (the ωB97M-V functional and the def2-TZVPD basis, OMol25).

Atoms and positions in Å:
Co1 0.3266 0.1864 -0.0864
C1 2.9585 -0.0922 -1.1775
N1 2.3517 0.4269 0.0633
C2 2.8637 -0.2812 1.2520
C3 2.7401 1.8710 0.1870
C4 1.5373 2.7548 0.0560
C5 1.6716 4.1409 0.0830
C6 0.5451 4.9365 -0.0144
C7 -0.7019 4.3359 -0.1465
C8 -0.8171 2.9548 -0.1873
C9 0.3020 2.1166 -0.0877
H1 4.0525 -0.0747 -1.1154
H2 2.6432 0.5423 -2.0047
H3 2.6255 -1.1031 -1.3861
H4 3.9584 -0.2417 1.2891
H5 2.5416 -1.3153 1.2636
H6 2.4656 0.2054 2.1412
H7 3.4901 2.0997 -0.5751
H8 3.2340 2.0139 1.1508
H9 2.6525 4.5966 0.1792
H10 0.6351 6.0155 0.0109
H11 -1.5887 4.9547 -0.2221
H12 -1.7921 2.5030 -0.3051
O1 -1.5376 0.2167 -0.3753
C10 -2.4709 -0.6501 -0.1566
C11 -3.8184 -0.2059 -0.1440
C12 -4.8585 -1.0657 0.0947
C13 -4.6248 -2.4254 0.3393
C14 -3.3302 -2.8835 0.3180
C15 -2.2458 -2.0289 0.0616
C16 -0.9010 -2.5586 -0.0363
N2 0.2514 -1.8940 -0.1320
C17 1.2375 -2.8647 -0.2414
C18 0.6913 -4.0996 -0.2039
N3 -0.6581 -3.8936 -0.0755
H13 -3.9901 0.8484 -0.3181
H14 -5.8729 -0.6856 0.1048
H15 -5.4439 -3.1014 0.5407
H16 -3.1654 -3.9367 0.5176
H17 2.2785 -2.6331 -0.3515
H18 1.1273 -5.0795 -0.2694
H19 -1.3636 -4.6055 -0.0404

## Properties
**⟨S²⟩**: 0.761
**Kohn-Sham gap (alpha / beta)**: 7.82 / 7.74 eV
**Spin multiplicity**: 2

Atom charges from the Löwdin analysis, given in e for atoms 1 to 6: number 1, Co, carries 0.61; number 2, C, carries -0.07; number 3, N, carries -0.32; number 4, C, carries -0.07; number 5, C, carries -0.15; number 6, C, carries -0.24

---

Record 2
# C3H3N3O2

A 2-piece molecular cluster, C3H3N3O2 overall in a non-equilibrium geometry (the ωB97M-V functional and the def2-TZVPD basis, OMol25).

Atoms and positions in Å:
H1 1.9157 1.5235 -0.1393
N1 1.0814 2.0756 0.0892
C1 0.0545 1.3279 -0.0367
O1 -1.0110 2.0084 0.4087
C2 -1.4586 0.8201 -0.0727
O2 -2.6263 0.8163 -0.2966
N2 -0.7502 -1.3094 0.1386
C3 0.4280 -1.4483 0.0461
N3 1.5777 -1.4027 -0.1800
H2 -1.3033 -2.1578 -0.0010
H3 2.0923 -2.2536 0.0436

## Properties
**Structure (SMILES)**: [H]/N=c1/oc1=O.N=C=N
**Kohn-Sham gap**: 9.90 eV

Atom charges from the Löwdin analysis, given in e for atoms 1 to 6: number 1, H, carries 0.05; number 2, N, carries 0.17; number 3, C, carries -0.30; number 4, O, carries 0.13; number 5, C, carries -0.36; number 6, O, carries 0.15

---

Record 3
# C17H21N3O7S

One molecule with the formula C17H21N3O7S (the ωB97M-V functional and the def2-TZVPD basis, OMol25).

Atoms and positions in Å:
C1 -5.4782 -0.0660 0.3126
O1 -4.7184 -1.1068 -0.2509
C2 -3.4063 -1.2263 0.1053
C3 -2.6907 -2.2435 -0.5189
C4 -1.3488 -2.4226 -0.2467
C5 -0.6950 -1.5908 0.6498
N1 0.6683 -1.6874 0.9385
C6 1.6117 -2.3869 0.2561
O2 1.4163 -3.2602 -0.5585
N2 2.9130 -2.0613 0.6498
N3 3.1475 -0.7649 1.1118
S1 3.5099 0.3219 -0.1795
O3 4.2184 -0.4162 -1.1848
O4 4.1379 1.4558 0.4306
C7 1.8724 0.7300 -0.7247
C8 1.2401 -0.0209 -1.6862
C9 -0.0844 0.2610 -1.9932
C10 -0.7561 1.2908 -1.3499
O5 -2.0446 1.6355 -1.5712
C11 -2.7702 0.9357 -2.5587
C12 -0.0747 2.0788 -0.3862
O6 -0.7905 3.0893 0.1694
C13 -0.1007 4.0175 0.9774
C14 1.2370 1.7751 -0.0734
C15 -1.4195 -0.5774 1.2983
O7 -0.7051 0.1936 2.1798
C16 -1.3953 1.1766 2.9138
C17 -2.7658 -0.3991 1.0239
H1 -5.0489 0.9147 0.0829
H2 -6.4647 -0.1435 -0.1419
H3 -5.5740 -0.1781 1.3976
H4 -3.2039 -2.8848 -1.2168
H5 -0.7895 -3.2022 -0.7348
H6 1.0116 -0.9925 1.5894
H7 3.6078 -2.4070 -0.0124
H8 3.8909 -0.7424 1.8016
H9 1.7687 -0.8149 -2.1870
H10 -0.5860 -0.3392 -2.7331
H11 -3.7565 1.3964 -2.5762
H12 -2.3054 1.0409 -3.5434
H13 -2.8676 -0.1240 -2.3075
H14 -0.8332 4.7805 1.2364
H15 0.2808 3.5536 1.8917
H16 0.7290 4.4776 0.4334
H17 1.8048 2.3262 0.6563
H18 -2.1865 0.7345 3.5277
H19 -1.8233 1.9401 2.2575
H20 -0.6513 1.6311 3.5669
H21 -3.3113 0.3894 1.5122

## Properties
**Structure (SMILES)**: COc1ccc(NC(=O)NNS(=O)(=O)c2ccc(OC)c(OC)c2)c(OC)c1
**Kohn-Sham gap**: 8.20 eV

Atom charges from the Löwdin analysis, given in e for atoms 1 to 6: number 1, C, carries -0.09; number 2, O, carries -0.09; number 3, C, carries -0.29; number 4, C, carries -0.01; number 5, C, carries 0.00; number 6, C, carries -0.16

---

Record 4
# C20H56AgN4O7

C20H56AgN4O7 as an isolated structure in a non-equilibrium geometry (the ωB97M-V functional and the def2-TZVPD basis, OMol25).

Atoms and positions in Å:
Ag1 -10.7210 -16.0992 14.0667
C1 -12.8952 -17.6365 12.2089
O1 -12.7617 -16.3846 12.8482
H1 -13.1198 -17.3986 11.1692
H2 -11.9465 -18.1215 11.9789
H3 -13.6466 -18.2951 12.6444
C2 -8.4780 -18.2632 12.1216
O2 -9.3245 -17.7728 13.1505
H4 -8.7156 -17.9182 11.1154
H5 -7.4279 -17.9859 12.2143
H6 -8.5011 -19.3521 12.0774
C3 -10.3666 -15.8876 7.6179
C4 -11.3098 -16.8969 8.3667
C5 -12.4821 -17.2651 7.4343
O3 -13.4596 -16.2463 7.2521
C6 -14.6557 -16.2410 8.0873
N1 -10.6481 -18.1167 8.8213
H7 -10.7757 -14.8877 7.7625
H8 -10.3969 -15.9227 6.5289
H9 -9.3268 -15.7964 7.9317
H10 -11.7899 -16.4754 9.2499
H11 -12.9753 -18.1730 7.7817
H12 -12.1096 -17.6713 6.4939
H13 -15.3024 -15.3833 7.9023
H14 -14.5219 -16.3874 9.1591
H15 -15.3083 -17.0694 7.8116
H16 -9.8537 -17.8624 9.3908
H17 -11.2678 -18.5561 9.4870
C7 -6.0321 -18.8893 14.7922
C8 -4.6863 -19.0848 15.4595
C9 -3.8245 -19.9879 14.6720
O4 -4.2974 -21.3591 14.8048
C10 -3.4979 -22.3732 14.0688
N2 -4.1748 -17.6841 15.5698
H18 -6.4692 -19.8201 14.4306
H19 -5.8823 -18.3019 13.8863
H20 -6.6838 -18.4185 15.5282
H21 -4.7854 -19.3622 16.5089
H22 -2.8680 -20.2502 15.1242
H23 -3.7087 -19.6389 13.6459
H24 -3.6392 -23.3326 14.5666
H25 -2.4092 -22.3972 14.1157
H26 -3.7913 -22.4878 13.0252
H27 -4.0527 -17.2905 14.6478
H28 -4.8222 -17.0457 16.0097
C11 -7.4525 -16.6582 4.4925
C12 -7.5165 -18.1192 4.8859
C13 -7.1771 -18.4052 6.3689
O5 -7.4289 -19.7428 6.6828
C14 -7.2967 -20.0661 8.0470
N3 -8.9483 -18.4705 4.5748
H29 -7.6161 -16.4758 3.4304
H30 -6.5184 -16.1686 4.7679
H31 -8.1886 -16.1974 5.1513
H32 -6.8921 -18.8416 4.3601
H33 -7.8727 -17.8138 6.9644
H34 -6.1670 -18.1293 6.6716
H35 -7.8571 -20.9112 8.4468
H36 -7.5122 -19.2524 8.7394
H37 -6.2503 -20.3702 8.0742
H38 -9.0294 -19.0547 3.7549
H39 -9.2027 -19.1209 5.3044
C15 -6.8876 -13.8455 14.9475
C16 -8.2656 -14.0892 14.4884
C17 -8.5413 -13.8716 12.9482
O6 -9.9971 -14.1289 12.7040
C18 -10.2501 -14.2878 11.2192
N4 -8.5544 -15.4365 14.8443
H40 -6.6551 -14.1732 15.9608
H41 -6.6099 -12.7954 15.0387
H42 -6.1621 -14.3451 14.3054
H43 -8.9763 -13.5151 15.0828
H44 -7.9694 -14.5678 12.3347
H45 -8.3900 -12.8186 12.7108
H46 -9.7358 -15.1611 10.8180
H47 -10.1206 -13.3375 10.7013
H48 -11.3213 -14.4804 11.1605
H49 -7.8880 -15.9930 14.3283
H50 -8.3399 -15.5214 15.8276
C19 -10.6945 -22.3921 14.1944
C20 -10.0356 -21.0765 14.3359
O7 -10.9188 -20.0434 13.9929
H51 -11.3293 -22.6589 13.3495
H52 -11.4998 -22.3833 14.9290
H53 -10.1170 -23.2199 14.6059
H54 -9.3638 -20.9334 13.4896
H55 -9.5039 -21.0411 15.2868
H56 -10.3805 -19.2902 13.7388

## Properties
**⟨S²⟩**: 2.009
**Total charge**: -1
**Kohn-Sham gap (alpha / beta)**: 2.71 / 6.24 eV
**Spin multiplicity**: 3

Atom charges from the Löwdin analysis, given in e for atoms 1 to 6: number 1, Ag, carries 0.47; number 2, C, carries -0.23; number 3, O, carries -0.27; number 4, H, carries 0.04; number 5, H, carries 0.06; number 6, H, carries 0.07

---

Record 5
# C6H7Cl2N4O

A 2-piece molecular cluster, C6H7Cl2N4O overall in a non-equilibrium geometry (the ωB97M-V functional and the def2-TZVPD basis, OMol25).

Atoms and positions in Å:
C1 -1.9268 0.8589 0.0768
C2 1.1873 0.2024 -0.8087
C3 0.2880 -0.1141 0.3382
C4 1.2301 -1.1925 -0.1589
C5 0.5007 0.4098 -2.2037
C6 0.8074 0.4412 2.3113
N1 -3.1264 0.4159 0.5404
N2 -2.9903 -0.7443 1.0343
N3 -1.8440 -1.2574 0.8343
N4 -1.0483 -0.2834 0.2104
O1 -1.6380 1.8840 -0.5400
Cl1 2.5796 -1.7841 0.7386
Cl2 0.5888 -2.5697 -1.0667
H1 2.0713 0.7216 -0.5586
H2 -0.0786 1.4075 -2.2332
H3 -0.3209 -0.2616 -2.3430
H4 1.1045 0.3793 -3.1055
H5 1.6887 0.7243 1.6630
H6 0.8714 -0.4869 2.9415
H7 0.0556 1.2491 2.3298

## Properties
**Total charge**: -1
**Kohn-Sham gap**: 7.01 eV

Atom charges from the Löwdin analysis, given in e for atoms 1 to 6: number 1, C, carries -0.55; number 2, C, carries -0.24; number 3, C, carries -0.33; number 4, C, carries -1.15; number 5, C, carries -0.07; number 6, C, carries 0.05

---

Record 6
# C12H24N4OP

An isolated ion of composition C12H24N4OP and charge +1 in a non-equilibrium geometry (the ωB97M-V functional and the def2-TZVPD basis, OMol25).

Atoms and positions in Å:
C1 2.9658 -3.5672 -0.3038
C2 1.6325 -3.0474 0.3429
N1 1.7834 -1.5816 0.6611
C3 0.4790 -0.9628 0.7641
N2 -0.3876 -1.5920 1.5353
N3 -1.5530 -0.9710 1.5169
C4 -1.9088 0.1137 0.8655
P1 -3.6932 0.6938 1.0278
C5 -3.7411 2.5520 1.1603
C6 -4.4278 0.2801 -0.6638
C7 -5.0856 -1.1356 -0.6941
C8 -0.9921 0.8493 0.0572
C9 0.3015 0.2537 0.0097
C10 1.4523 0.8363 -0.8153
C11 2.7392 1.1994 0.0054
O1 3.8030 0.2946 -0.3171
C12 3.2592 2.6732 -0.2269
N4 4.3139 2.7894 -1.2379
H1 2.7076 -4.1943 -1.1760
H2 3.5912 -4.1413 0.4029
H3 3.5179 -2.6788 -0.6647
H4 1.3490 -3.6259 1.2451
H5 0.8238 -3.1514 -0.4053
H6 2.1887 -1.5802 1.6026
H7 -2.2759 -1.4108 2.0974
H8 -4.6300 2.8741 0.5749
H9 -2.8758 3.0732 0.7034
H10 -3.8919 2.9059 2.1944
H11 -3.5567 0.2457 -1.3569
H12 -5.0894 1.1038 -0.9823
H13 -5.9907 -1.1304 -1.3270
H14 -5.3135 -1.4947 0.3300
H15 -4.4081 -1.8987 -1.1327
H16 -1.2616 1.7527 -0.4970
H17 1.6395 0.1876 -1.6960
H18 1.0671 1.7943 -1.2358
H19 2.5947 1.0832 1.1071
H20 3.4578 -0.4358 -0.8448
H21 2.4034 3.3479 -0.4381
H22 3.7376 2.9902 0.7235
H23 4.0811 2.2425 -2.0636
H24 5.1937 2.4635 -0.8483

## Properties
**Structure (SMILES)**: CCNc1n[nH+]c(P(C)CC)cc1C[C@@H](O)CN
**Total charge**: +1
**Kohn-Sham gap**: 6.95 eV

Atom charges from the Löwdin analysis, given in e for atoms 1 to 6: number 1, C, carries -0.06; number 2, C, carries -0.23; number 3, N, carries 0.01; number 4, C, carries -0.23; number 5, N, carries 0.19; number 6, N, carries 0.03